No. 1
18
Properties=species:S:1:pos:R:3 method="wB97M-V/def2-TZVPD" max_force_ev_per_a=1.5 charge=0 smiles=CN[C@@H](C)CN orbital_gap_ev=10.209 energy_ha=-269.08908
C -0.25497 1.78865 -1.31111
N -0.13754 0.32793 -1.47355
C 0.35188 -0.34370 -0.23611
C 1.49704 0.27263 0.57513
C -0.87750 -0.53107 0.68148
N -0.61742 -1.63215 1.61752
H 0.68084 2.35128 -1.26020
H -0.83588 2.17768 -2.14836
H -0.83382 2.01423 -0.41413
H 0.60065 0.19783 -2.15395
H 0.69175 -1.32275 -0.58708
H 1.51429 -0.31933 1.49038
H 1.34561 1.33682 0.71897
H 2.45967 0.00622 0.12705
H -1.04902 0.34082 1.31230
H -1.75230 -0.71960 0.06011
H -0.45442 -2.50490 1.15824
H -1.30678 -1.71959 2.34115

---

No. 2
81
Properties=species:S:1:pos:R:3 method="wB97M-V/def2-TZVPD" max_force_ev_per_a=3.8 charge=+2 orbital_gap_ev="5.365 / 3.577" multiplicity=7 energy_ha=-3021.30126
Eu 0.16683 -1.02817 -0.14108
C 1.28320 2.16523 -3.48775
C 0.52486 3.27564 -3.16495
C -0.40764 3.18508 -2.14102
C -0.55765 1.98512 -1.47506
N 0.21553 0.92558 -1.74854
C 1.10438 1.01881 -2.74289
C -1.59352 1.81265 -0.41398
C -2.74866 2.56376 -0.42166
C -3.67287 2.36251 0.58982
C -3.40808 1.43191 1.57810
C -2.22909 0.71406 1.52084
N -1.35153 0.88819 0.52894
C -1.82791 -0.28240 2.56600
C -2.44773 -0.35990 3.79433
C -1.96217 -1.25000 4.74452
C -0.86812 -2.03577 4.44201
C -0.31401 -1.91749 3.18314
N -0.78243 -1.06695 2.26162
H 2.01106 2.18645 -4.29064
H 0.65685 4.20851 -3.70189
H -0.99753 4.04810 -1.85788
H 1.70326 0.13854 -2.94056
H -2.93648 3.28178 -1.20855
H -4.60021 2.92472 0.60269
H -4.12839 1.25634 2.36824
H -3.28912 0.27930 4.03280
H -2.43763 -1.31969 5.71555
H -0.44545 -2.72829 5.16048
H 0.52080 -2.53694 2.88663
C 0.66808 -3.42899 0.07971
C 0.33148 -3.84871 -1.29362
C -0.63475 -4.82953 -1.56319
C -0.95508 -5.18873 -2.85722
C -0.33746 -4.55632 -3.93821
C 0.63669 -3.60114 -3.69952
C 0.96365 -3.25426 -2.39269
C -0.72042 -4.88832 -5.30470
N -1.02849 -5.10850 -6.39313
H 1.74607 -3.49275 0.22728
H 0.19018 -4.07191 0.80818
H -1.09303 -5.35827 -0.73283
H -1.68909 -5.96585 -3.04575
H 1.15240 -3.15033 -4.53910
H 1.76018 -2.53712 -2.22465
C 2.27253 1.92528 0.94020
C 3.07939 0.75828 0.47525
N 2.58228 -0.36439 -0.02123
C 3.66236 -1.17870 -0.37043
C 4.80685 -0.52217 -0.08839
N 4.42595 0.70458 0.44738
C 5.36246 1.74550 0.93184
N 5.27143 1.98763 2.33406
N 4.70385 3.16110 2.76811
N 4.72251 3.16132 4.04991
C 5.33375 1.97965 4.48534
C 5.59245 1.52818 5.78356
C 6.21157 0.30739 5.91182
C 6.56706 -0.45872 4.77696
C 6.31343 -0.02259 3.49487
C 5.69110 1.22938 3.38764
H 1.21576 1.68782 0.87261
H 2.46338 2.81027 0.32790
H 2.50008 2.19923 1.96709
H 3.54344 -2.16862 -0.78957
H 5.84611 -0.80152 -0.21678
H 5.16184 2.68432 0.43452
H 6.35896 1.41145 0.67032
H 5.32628 2.13261 6.64457
H 6.44281 -0.07681 6.89817
H 7.05948 -1.41382 4.92256
H 6.59951 -0.61336 2.63092
N -3.07934 -2.51854 -3.02976
C -2.55990 -2.28775 -1.82881
O -1.62720 -1.44784 -1.67969
C -3.13955 -3.02489 -0.69350
I -4.89496 -1.88565 0.16536
H -2.71710 -2.03673 -3.83627
H -3.80648 -3.19505 -3.16788
H -2.42513 -3.14102 0.10778
H -3.54813 -3.99142 -0.97407

---

No. 3
50
Properties=species:S:1:pos:R:3 method="wB97M-V/def2-TZVPD" max_force_ev_per_a=0.4 charge=0 orbital_gap_ev=7.364 energy_ha=-5180.78520
Sc 0.68193 -0.42280 0.10245
O -0.55176 2.03205 -3.17665
C 0.01612 1.31033 -2.36428
N -0.25001 1.08882 -1.06968
C -1.21408 1.82753 -0.33794
C -2.27091 2.54489 -0.88461
C -3.14149 3.23028 -0.04216
C -2.95764 3.20718 1.32838
C -1.89913 2.49799 1.88726
C -1.02724 1.80461 1.05941
N 0.07707 1.03456 1.49820
C 0.72020 1.26970 2.65262
O 0.47588 2.07682 3.53913
C 1.95795 0.39786 2.80342
C 2.67100 0.39611 3.98919
C 3.79629 -0.40419 4.07687
C 4.16552 -1.18299 2.99022
C 3.38424 -1.14438 1.85090
N 2.30510 -0.36104 1.75863
C 1.23543 0.53079 -2.82499
C 1.69158 0.63066 -4.12666
C 2.82545 -0.07856 -4.48267
C 3.45722 -0.87383 -3.53885
C 2.92214 -0.93955 -2.26517
N 1.83988 -0.24109 -1.91441
H -2.39381 2.57299 -1.95536
H -3.96263 3.79005 -0.47205
H -3.63517 3.74792 1.97710
H -1.73751 2.48776 2.95359
H 2.32668 1.02657 4.79581
H 4.38124 -0.42724 4.98753
H 5.03263 -1.82731 3.02275
H 3.59393 -1.77001 0.99495
H 1.15047 1.26568 -4.81292
H 3.21412 -0.01758 -5.49131
H 4.34089 -1.44697 -3.78052
H 3.34411 -1.58125 -1.50470
O -5.15356 -3.19900 -0.50388
C -3.97472 -2.55177 -0.38354
C -3.37957 -1.86094 -1.43278
C -2.17431 -1.24109 -1.19286
N -1.54239 -1.27593 -0.01251
C -2.14070 -1.93735 0.97308
Br -1.29013 -1.95541 2.65479
C -3.34837 -2.59283 0.85244
H -5.49212 -3.09312 -1.40157
H -3.84313 -1.79185 -2.40778
H -1.68718 -0.67195 -1.97213
H -3.79704 -3.11150 1.68533
Cl 1.25758 -2.76957 -0.08207

---

No. 4
20
Properties=species:S:1:pos:R:3 method="wB97M-V/def2-TZVPD" max_force_ev_per_a=10.2 charge=+2 orbital_gap_ev="9.014 / 6.381" multiplicity=5 energy_ha=-2088.38778
O 0.01853 -0.36460 -6.05197
C -0.29139 -0.99839 -5.14328
Cr 0.12382 -0.12864 -0.23698
O 1.60958 -2.63264 -1.00407
C 1.03033 -1.61815 -0.90691
C -1.08089 1.12996 -0.89071
O -1.81371 2.00616 -1.16364
C -1.26961 -1.31048 -0.64932
O -2.10430 -2.08559 -0.88446
C 1.25329 0.90104 -1.26684
O 2.03948 1.63826 -1.70015
C -0.12113 -0.99431 2.57800
S 1.10098 0.10127 1.77099
C 0.27247 1.75887 1.76359
H -0.31438 -1.93520 2.07864
H -1.05400 -0.46431 2.69595
H 0.24365 -1.23176 3.58153
H -0.76153 1.58710 1.93679
H 0.68830 2.27741 2.60294
H 0.43052 2.36397 0.88989

---

What did we get for relative energy (zero: lowest compared OMol25 entry of this formula, charge and spin)? Answer: 0.7419; 5.7744; 0.0000; 0.5892 eV, in the order shown.